Record 1
{"formula": "C20H43N2OOsP3", "method": "ωB97M-V/def2-TZVPD", "fmax_ha_per_bohr": 0.12602, "lumo_energy_ev": [-10.14, -14.86], "total_charge": 4, "spin_multiplicity": 5, "e_tot_ha": -2085.7799, "de_lowest_ev": 0.0000, "s_squared": 6.046, "symbols": ["Os", "P", "P", "P", "H", "C", "C", "H", "C", "C", "C", "C", "C", "C", "C", "C", "C", "H", "H", "H", "H", "H", "H", "H", "H", "H", "H", "H", "H", "H", "H", "H", "H", "H", "H", "H", "H", "H", "H", "H", "H", "H", "H", "H", "H", "H", "C", "C", "C", "C", "C", "C", "O", "H", "H", "H", "H", "H", "H", "C", "N", "C", "C", "N", "H", "H", "H", "H", "H", "H"], "positions_angstrom": [[0.3181, -0.0269, 1.1073], [1.9710, 0.9641, 2.3404], [-0.6232, 1.6972, -0.0992], [1.6995, -0.5416, -0.6784], [-1.4791, -2.2461, 1.1073], [-0.4576, -2.0398, 0.7821], [0.6053, -2.0641, 1.7768], [0.3483, -2.2722, 2.8117], [1.7334, 1.3697, 4.1356], [2.7839, 2.5647, 1.8584], [3.4900, -0.0797, 2.5521], [-1.9951, 1.3339, -1.3050], [-1.4297, 3.1303, 0.7701], [0.4096, 2.7554, -1.2286], [2.6136, -2.1510, -0.6537], [3.1234, 0.5285, -1.1893], [0.8746, -0.7551, -2.3213], [-0.2722, -2.4982, -0.1913], [1.5547, -2.5239, 1.5164], [1.3228, 0.4997, 4.6565], [1.0335, 2.2022, 4.2397], [2.6848, 1.6492, 4.6039], [2.0336, 3.3616, 1.8803], [3.1719, 2.4937, 0.8395], [3.6058, 2.8308, 2.5354], [3.1950, -1.0232, 3.0200], [4.2474, 0.4157, 3.1719], [3.9273, -0.3135, 1.5781], [-2.3549, 2.2400, -1.8087], [-2.8262, 0.8603, -0.7773], [-1.6367, 0.6236, -2.0540], [-1.7926, 3.8697, 0.0469], [-0.6977, 3.6066, 1.4297], [-2.2738, 2.7990, 1.3786], [-0.1996, 3.5478, -1.6784], [0.8471, 2.1608, -2.0334], [1.2217, 3.2120, -0.6560], [3.1736, -2.2668, -1.5877], [1.9143, -2.9846, -0.5520], [3.3099, -2.1782, 0.1882], [3.5749, 0.1515, -2.1139], [3.8831, 0.5236, -0.4031], [2.8000, 1.5584, -1.3440], [1.5766, -1.1347, -3.0724], [0.4661, 0.1954, -2.6706], [0.0471, -1.4598, -2.2051], [-2.2995, -0.9038, -6.0256], [-3.4170, -1.4381, -6.6737], [-3.6203, -2.8181, -6.6763], [-2.7176, -3.6677, -6.0376], [-1.6043, -3.1226, -5.3931], [-1.3890, -1.7470, -5.3826], [-2.0442, 0.4469, -5.9881], [-2.7495, 0.9091, -6.4690], [-4.1234, -0.7773, -7.1733], [-4.4907, -3.2265, -7.1819], [-2.8785, -4.7411, -6.0414], [-0.8941, -3.7744, -4.8920], [-0.5275, -1.3128, -4.8850], [-1.6273, 1.3463, 5.9718], [-1.7145, 0.1958, 5.0985], [-2.0516, -1.1064, 5.6324], [-1.3073, 0.2915, 3.7719], [-0.8680, 0.2865, 2.7031], [-2.6144, 1.5461, 6.4345], [-1.2952, 2.2501, 5.4163], [-0.8828, 1.1436, 6.7738], [-2.9426, -1.5104, 5.1088], [-1.1966, -1.8033, 5.4868], [-2.2677, -1.0493, 6.7208]], "atomic_forces_ev_per_a": [[-0.28, 0.71, 0.25], [4.04, 2.15, 2.82], [-2.36, 3.90, -2.75], [2.62, -0.83, -2.92], [0.10, 0.63, 0.14], [0.84, -1.95, 1.49], [-1.95, -2.29, -0.92], [-0.20, 0.55, 0.06], [-0.96, -0.38, -0.31], [-0.78, -0.06, -0.88], [-0.53, -0.75, -0.66], [0.20, -1.05, 0.40], [0.27, -0.66, 0.95], [0.74, -0.72, 0.30], [-0.46, 0.05, 0.59], [-0.44, 0.30, 0.62], [-0.68, 0.21, 0.40], [0.23, 0.50, 0.03], [0.15, 0.58, -0.17], [0.13, 0.08, 0.07], [0.06, -0.01, 0.01], [-0.12, -0.11, -0.37], [0.14, 0.00, 0.03], [0.04, 0.07, 0.12], [-0.29, -0.38, 0.03], [0.17, 0.06, 0.05], [-0.40, 0.14, -0.12], [0.06, 0.02, 0.16], [0.34, -0.04, 0.35], [-0.01, 0.08, -0.05], [-0.10, 0.09, 0.01], [0.23, -0.35, -0.06], [-0.12, 0.05, -0.07], [0.05, -0.02, -0.03], [-0.10, -0.28, 0.30], [-0.04, 0.17, 0.06], [-0.07, 0.06, -0.12], [-0.15, 0.19, 0.17], [0.16, -0.02, -0.09], [0.02, -0.04, -0.14], [-0.22, -0.07, 0.21], [-0.01, 0.00, -0.16], [0.14, -0.08, -0.05], [0.07, 0.08, 0.39], [0.07, -0.12, -0.03], [0.05, 0.02, -0.13], [0.52, 2.89, -0.03], [-1.34, -1.38, -0.72], [-0.66, 1.68, -0.56], [-0.10, -0.38, -0.06], [1.19, 1.48, 0.64], [0.77, -1.82, 0.70], [-0.61, -2.89, 0.01], [0.03, 0.26, -0.12], [0.08, -0.15, 0.04], [0.13, 0.08, 0.05], [0.01, 0.09, -0.02], [-0.11, 0.08, -0.14], [-0.10, -0.07, -0.17], [0.27, 1.42, 0.70], [1.55, 0.71, -4.85], [-0.36, -1.70, 0.19], [-1.88, -0.51, 6.18], [0.23, -0.30, -1.17], [0.51, -0.16, -0.26], [-0.33, -0.65, 0.31], [-0.50, 0.02, -0.44], [0.47, 0.19, 0.39], [-0.55, 0.38, 0.15], [0.15, 0.26, -0.80]]}


Record 2
{"formula": "C20H43N2P3RuS", "method": "ωB97M-V/def2-TZVPD", "fmax_ha_per_bohr": 0.14520, "lumo_energy_ev": [-13.50, -15.52], "total_charge": 4, "spin_multiplicity": 5, "e_tot_ha": -2412.7554, "de_lowest_ev": 4.6187, "s_squared": 6.035, "symbols": ["Ru", "P", "P", "P", "H", "C", "C", "H", "C", "C", "C", "C", "C", "C", "C", "C", "C", "H", "H", "H", "H", "H", "H", "H", "H", "H", "H", "H", "H", "H", "H", "H", "H", "H", "H", "H", "H", "H", "H", "H", "H", "H", "H", "H", "H", "H", "C", "C", "C", "C", "C", "C", "S", "H", "H", "H", "H", "H", "H", "C", "N", "C", "C", "N", "H", "H", "H", "H", "H", "H"], "positions_angstrom": [[0.1533, 0.5197, -0.4623], [1.6174, 1.7919, 0.3731], [-1.4077, 0.7233, 1.2393], [-0.7511, 2.3140, -1.7143], [-1.2157, -0.2574, -3.9844], [-0.3052, 0.2403, -4.3154], [0.7637, 0.3979, -3.5014], [0.6864, -0.0539, -2.4732], [2.8953, 1.0470, 1.4822], [1.3445, 3.2846, 1.4581], [2.7575, 2.4144, -0.9342], [-2.7521, -0.5643, 1.2588], [-0.9663, 0.4698, 3.0439], [-2.4943, 2.2076, 1.6289], [0.0609, 2.9422, -3.3156], [-1.2791, 4.0765, -1.3071], [-2.3536, 1.5352, -2.2199], [-0.3534, 0.5843, -5.3633], [1.6404, 1.0400, -3.7827], [3.2568, 0.1263, 0.9987], [2.4327, 0.8187, 2.4574], [3.7385, 1.7506, 1.6171], [0.8511, 2.9627, 2.3906], [0.7134, 4.0491, 0.9809], [2.3154, 3.7408, 1.7356], [2.7683, 1.6885, -1.7561], [3.7852, 2.4800, -0.5453], [2.4612, 3.3897, -1.3453], [-3.4975, -0.3535, 2.0500], [-2.2951, -1.5450, 1.4582], [-3.2623, -0.6251, 0.2906], [-1.3631, 1.2846, 3.6701], [0.1179, 0.4006, 3.1807], [-1.4278, -0.4713, 3.3839], [-3.1106, 1.9957, 2.5218], [-3.1479, 2.4612, 0.7870], [-1.8551, 3.0690, 1.8587], [-0.4924, 2.4099, -4.1198], [1.1203, 2.6614, -3.2279], [-0.0262, 4.0374, -3.5174], [-2.0377, 4.4244, -2.0313], [-0.4213, 4.7457, -1.4459], [-1.6879, 4.1803, -0.2969], [-2.7661, 2.0441, -3.1046], [-3.0754, 1.6178, -1.3909], [-2.1477, 0.4847, -2.4783], [0.2723, -4.2094, -0.3138], [-1.1051, -4.5266, -0.2211], [-1.9818, -3.9752, -1.1454], [-1.4560, -3.2597, -2.2307], [-0.1067, -2.9261, -2.2847], [0.7912, -3.3513, -1.3082], [1.2415, -4.7579, 0.9871], [1.1502, -6.0837, 0.8925], [-1.4838, -5.2147, 0.5282], [-3.0793, -4.1563, -1.0736], [-2.0875, -2.9044, -3.0212], [0.2962, -2.3513, -3.1219], [1.8699, -3.1169, -1.2459], [0.3918, -2.5072, 3.6647], [1.5480, -2.2871, 2.7042], [2.8325, -2.9393, 2.9768], [1.2344, -1.7107, 1.5784], [0.9541, -1.2062, 0.5451], [0.7185, -3.2228, 4.4262], [-0.5012, -2.9405, 3.1402], [0.0943, -1.5588, 4.1732], [3.1507, -3.4822, 2.0928], [3.5993, -2.2122, 3.2338], [2.6688, -3.6410, 3.7911]], "atomic_forces_ev_per_a": [[-0.92, -2.98, -1.39], [5.31, 4.69, 2.35], [-4.35, 0.12, 3.85], [-1.48, 3.61, -2.37], [0.35, -0.16, -0.13], [1.00, -0.47, 0.21], [-0.78, -0.41, -1.02], [0.53, -0.02, -0.83], [-0.39, -1.16, -0.11], [-1.01, -0.18, -0.28], [-0.08, -0.13, -0.66], [0.11, -0.37, -0.67], [0.89, -0.19, -0.10], [0.38, 0.39, -0.80], [-0.19, 0.17, -0.13], [0.11, -0.23, 1.21], [0.35, -0.38, 0.41], [0.32, -0.07, 0.62], [-0.78, -1.44, 0.42], [0.11, 0.29, 0.36], [0.31, 0.02, -0.31], [-0.62, -0.18, -0.15], [0.15, 0.12, -0.27], [0.22, -0.21, 0.13], [-0.35, -0.43, -0.39], [0.15, 0.14, 0.07], [-0.41, 0.06, 0.03], [-0.04, -0.23, 0.24], [0.50, 0.08, -0.37], [-0.14, 0.21, -0.08], [-0.02, 0.02, 0.19], [0.27, -0.23, -0.40], [-0.14, 0.09, 0.22], [0.16, 0.47, -0.27], [0.35, -0.20, -0.52], [0.08, 0.00, 0.20], [-0.15, -0.10, -0.06], [0.87, 0.60, 0.55], [-0.61, 0.46, -0.63], [-0.10, -0.78, 0.81], [0.22, -0.64, 0.12], [-0.09, -0.27, 0.30], [0.06, 0.11, -0.21], [0.28, -0.04, 0.23], [0.25, -0.14, -0.33], [-0.51, 0.32, 0.22], [-0.47, -0.56, 0.61], [-1.02, -0.11, -1.12], [-0.66, -0.58, 0.30], [-0.04, 0.18, 0.62], [1.88, 0.12, -0.04], [-0.20, 0.20, -0.05], [1.15, 0.22, -0.58], [-0.77, -0.59, 0.10], [0.14, 0.13, 0.07], [1.06, 0.04, -0.08], [-0.40, -0.06, -0.27], [-0.27, -0.25, 0.14], [-0.80, -0.04, -0.53], [-0.61, 0.16, 0.14], [-2.03, 0.58, -0.50], [0.76, 0.06, -0.18], [0.60, -0.05, 0.36], [-0.22, 0.34, 0.86], [0.00, 0.20, -0.25], [0.88, 0.40, 0.30], [0.52, -0.89, -0.44], [0.20, 0.01, 0.08], [-0.05, 0.03, 0.21], [0.15, 0.09, 0.00]]}


Record 3
{"formula": "C20H43N5O", "method": "ωB97M-V/def2-TZVPD", "fmax_ha_per_bohr": 0.00911, "lumo_energy_ev": 0.46, "total_charge": 0, "e_tot_ha": -1136.7907, "smiles": "CCCOC[C@](N)(C#N)CC#N.CCN(CC)CC.CCN(CC)CC", "symbols": ["C", "C", "C", "O", "C", "C", "N", "C", "N", "C", "C", "N", "H", "H", "H", "H", "H", "H", "H", "H", "H", "H", "H", "H", "H", "C", "C", "N", "C", "C", "C", "C", "H", "H", "H", "H", "H", "H", "H", "H", "H", "H", "H", "H", "H", "H", "H", "C", "C", "N", "C", "C", "C", "C", "H", "H", "H", "H", "H", "H", "H", "H", "H", "H", "H", "H", "H", "H", "H"], "positions_angstrom": [[-2.9134, -4.9491, 4.0049], [-3.3488, -4.8005, 2.5478], [-2.4735, -3.8070, 1.7886], [-3.2589, -3.0757, 0.8420], [-3.0298, -1.7066, 0.7663], [-1.7555, -1.2637, -0.0255], [-1.9330, 0.0928, -0.5658], [-1.5685, -2.1883, -1.1566], [-1.4090, -2.8961, -2.0411], [-0.4809, -1.2306, 0.8758], [0.3070, -2.4619, 0.9168], [0.9357, -3.4173, 0.9525], [-3.4126, -5.7957, 4.4798], [-1.8338, -5.1108, 4.0763], [-3.1566, -4.0507, 4.5792], [-3.3133, -5.7740, 2.0525], [-4.3821, -4.4482, 2.4876], [-1.6774, -4.3225, 1.2433], [-1.9934, -3.1125, 2.4928], [-3.8881, -1.2773, 0.2441], [-2.9722, -1.2550, 1.7698], [-2.5912, 0.6210, -0.0019], [-2.2946, 0.0581, -1.5113], [0.1551, -0.4247, 0.5019], [-0.7728, -0.9821, 1.8994], [-0.6361, 1.4290, 3.4055], [0.8177, 1.5390, 2.9729], [1.0164, 2.4912, 1.9001], [2.3080, 2.3712, 1.2463], [3.5627, 2.7798, 2.0243], [0.5254, 3.8394, 2.1352], [1.0530, 4.5839, 3.3669], [-1.2870, 1.3128, 2.5355], [-0.7568, 0.5538, 4.0478], [-0.9841, 2.2874, 3.9808], [1.1385, 0.5700, 2.5769], [1.4429, 1.7226, 3.8612], [2.2635, 2.9478, 0.3180], [2.4108, 1.3252, 0.9400], [3.6420, 3.8605, 2.1356], [4.4507, 2.4404, 1.4881], [3.5884, 2.3310, 3.0185], [-0.5649, 3.7940, 2.2043], [0.7385, 4.4220, 1.2355], [0.9975, 3.9661, 4.2651], [0.4463, 5.4735, 3.5453], [2.0851, 4.9083, 3.2468], [2.2264, 0.7917, -6.1971], [1.9602, 1.0754, -4.7266], [0.6012, 0.7573, -4.3260], [0.2306, 1.3076, -3.0350], [0.9793, 0.8070, -1.7975], [0.1715, -0.6100, -4.5842], [1.0003, -1.7514, -3.9839], [1.4761, 1.2772, -6.8227], [3.2091, 1.1739, -6.4763], [2.2172, -0.2764, -6.4171], [2.1034, 2.1442, -4.5418], [2.7200, 0.5549, -4.1215], [-0.8403, 1.1310, -2.8964], [0.3508, 2.3942, -3.0974], [0.7087, -0.2200, -1.5523], [0.7193, 1.4230, -0.9336], [2.0617, 0.8556, -1.9305], [0.1295, -0.7495, -5.6672], [-0.8628, -0.6936, -4.2392], [2.0666, -1.6189, -4.1770], [0.7011, -2.6983, -4.4361], [0.8620, -1.8497, -2.9085]], "atomic_forces_ev_per_a": [[0.00, -0.01, -0.04], [0.00, -0.01, -0.02], [0.08, -0.02, -0.07], [-0.03, -0.03, 0.11], [0.03, -0.01, -0.09], [-0.12, 0.05, 0.06], [-0.10, -0.04, 0.09], [0.04, 0.28, 0.37], [-0.04, -0.22, -0.30], [0.06, -0.06, -0.05], [-0.26, 0.39, -0.01], [0.23, -0.33, 0.03], [0.04, 0.06, 0.00], [-0.08, -0.04, 0.01], [0.05, -0.04, -0.04], [-0.05, 0.08, -0.01], [0.06, -0.03, 0.05], [0.01, 0.05, 0.13], [-0.12, 0.01, -0.01], [0.04, -0.08, -0.01], [0.00, 0.03, -0.08], [0.06, -0.01, 0.01], [-0.06, 0.01, 0.07], [-0.06, -0.08, 0.07], [0.01, 0.07, -0.08], [-0.05, -0.14, 0.10], [-0.03, -0.06, -0.04], [0.03, -0.01, -0.04], [0.04, 0.05, -0.13], [-0.02, -0.03, 0.03], [-0.02, 0.04, 0.02], [-0.01, 0.02, -0.02], [0.01, 0.04, -0.01], [-0.02, 0.00, 0.00], [0.06, 0.07, -0.07], [0.04, -0.02, 0.09], [0.00, 0.06, -0.01], [0.00, 0.02, 0.00], [0.01, 0.00, 0.03], [-0.02, 0.01, 0.02], [0.00, 0.01, 0.00], [-0.01, -0.01, 0.00], [0.00, -0.03, 0.02], [0.02, -0.01, 0.00], [-0.02, -0.01, 0.00], [0.01, 0.00, -0.01], [0.02, -0.04, 0.01], [0.01, 0.02, 0.00], [0.00, -0.01, 0.00], [0.02, 0.01, -0.01], [-0.04, 0.02, -0.01], [0.03, 0.03, 0.08], [-0.03, -0.10, 0.00], [0.05, 0.03, 0.01], [-0.01, -0.01, 0.00], [0.00, 0.00, 0.00], [-0.01, 0.00, 0.01], [0.00, 0.00, 0.02], [0.00, 0.00, 0.00], [0.04, 0.02, -0.02], [0.04, 0.00, -0.02], [0.08, -0.01, -0.11], [-0.03, 0.00, -0.02], [0.00, 0.00, -0.03], [0.02, 0.03, -0.01], [0.01, -0.02, 0.02], [0.01, 0.02, -0.04], [-0.03, 0.01, 0.04], [0.04, 0.00, -0.07]]}